A structure of composition C31H24F4InN7O5, computed with ωB97M-V/def2-TZVPD.

```
72
Properties=species:S:1:pos:R:3:forces:R:3:lowdin_charge:R:1
In -0.275477 1.739555 1.205861 -0.25 1.00 0.00 0.97
C 3.387817 4.044675 0.540178 -0.04 0.09 -0.07 0.01
C 2.060757 4.706645 0.638466 0.05 0.02 -0.07 -0.35
N 0.896355 4.096141 0.551880 0.14 -0.16 0.19 0.09
C -0.070539 5.056068 0.675433 -0.48 0.28 -0.05 -0.13
C 0.511521 6.284195 0.834213 -0.02 -0.32 0.01 -0.09
N 1.882061 6.036605 0.793982 -0.05 0.00 -0.05 0.15
C -0.065774 7.615486 1.092757 -0.02 -0.34 -0.09 -0.46
O 0.671559 8.658889 0.616999 0.02 0.38 0.11 0.10
O -1.073569 7.806191 1.699613 0.06 0.11 -0.03 0.16
C -1.541908 4.635777 0.544146 0.98 0.88 -0.49 -0.66
O -2.212113 5.268659 -0.258681 -0.26 -0.28 0.34 0.05
O -1.808428 3.623579 1.255662 -0.14 -1.13 0.13 -0.23
H 3.278376 3.022857 0.898181 0.05 0.14 0.02 0.04
H 4.135185 4.575195 1.129579 0.05 -0.02 -0.01 0.08
H 3.715421 4.014535 -0.501202 0.06 0.03 0.01 0.09
H 2.607997 6.710280 0.969661 0.05 -0.06 0.07 0.16
H 1.309033 8.382408 -0.049238 -0.08 -0.17 -0.06 0.10
C 4.934093 -1.442315 1.026661 0.17 -0.03 0.06 -0.02
N 3.646885 -0.799188 1.177771 -0.04 -0.03 0.18 -0.11
C 2.452375 -1.627577 1.210772 -0.30 0.34 -0.14 -0.13
C 3.544475 0.525998 1.305419 0.14 0.59 0.18 -0.31
O 2.522665 1.190736 1.481538 0.32 -0.83 -0.10 -0.17
H 5.071185 -2.192522 1.808308 0.00 0.02 0.01 0.10
H 5.726967 -0.701915 1.118028 0.00 0.01 -0.02 0.09
H 5.022747 -1.920612 0.051864 0.04 0.04 0.08 0.06
H 2.732209 -2.638443 1.504222 0.04 0.02 0.01 0.12
H 1.514589 -0.548063 -0.354111 -0.20 0.02 0.04 0.07
H 1.787067 -1.217366 1.975110 0.05 -0.06 0.02 0.12
H 4.525058 1.028122 1.254258 0.02 -0.03 -0.04 0.14
F -4.814785 -0.744656 2.201510 -0.06 0.04 0.01 0.15
C -5.687139 -1.551121 1.620508 -0.45 0.04 0.51 -0.13
C -6.905520 -1.709047 2.174788 0.63 0.28 -0.03 -0.13
F -7.190194 -1.039837 3.277283 -0.04 0.01 0.04 0.15
C -7.898363 -2.595888 1.623207 -0.97 -0.13 0.42 -0.01
C -7.494073 -3.285040 0.424968 0.51 -0.08 -0.45 -0.13
C -6.284832 -3.105974 -0.143783 -0.67 -0.27 0.07 -0.13
F -5.993904 -3.795654 -1.234225 0.03 0.02 -0.04 0.15
C -5.294349 -2.222327 0.411480 1.04 0.25 -0.45 0.00
C -4.062067 -2.020336 -0.169371 -1.02 -0.28 0.31 -0.11
C -3.024452 -1.243544 0.416211 0.49 0.45 0.29 -0.14
N -2.133019 -0.658401 0.851404 -0.42 -0.48 -0.19 0.16
C -3.708418 -2.591356 -1.424950 0.17 -0.20 -0.36 -0.17
N -3.380278 -3.016168 -2.440704 0.07 0.04 0.04 0.21
F -8.340421 -4.127075 -0.141803 -0.04 -0.02 0.00 0.15
C -9.130392 -2.783525 2.203344 0.93 0.14 -0.36 -0.11
C -10.097146 -3.711833 1.723149 -0.28 -0.31 -0.19 -0.16
N -10.909477 -4.461229 1.409288 0.02 0.07 0.02 0.22
C -9.556604 -2.096070 3.375183 -0.12 0.23 0.39 -0.16
N -9.964190 -1.579165 4.316808 -0.01 -0.04 -0.06 0.22
C 1.312549 -2.426483 -2.422931 0.00 0.03 0.00 -0.03
C 2.381084 -2.271696 -1.325604 -0.19 -0.08 -0.05 -0.49
C 2.836304 -3.684022 -0.942091 0.02 0.19 -0.11 -0.05
C 1.706365 -1.593777 -0.117977 0.18 -0.13 0.01 -0.14
C 3.476932 -1.421673 -1.962853 0.06 -0.06 -0.06 -0.20
C 4.676608 -1.978884 -2.397315 -0.03 0.01 -0.01 -0.06
C 5.592495 -1.237120 -3.131506 0.03 0.01 -0.02 -0.08
C 5.321927 0.080343 -3.458542 0.03 0.00 -0.04 -0.09
C 4.130501 0.650735 -3.034660 -0.02 0.04 0.02 -0.07
C 3.225241 -0.088918 -2.292048 0.02 0.03 0.06 -0.03
H 0.593327 -3.191317 -2.141282 -0.20 -0.06 0.05 0.08
H 1.780017 -2.725416 -3.361015 -0.02 -0.03 -0.04 0.10
H 0.782108 -1.488836 -2.592934 -0.02 0.00 -0.02 0.09
H 2.021520 -4.186527 -0.418349 0.02 -0.04 0.03 0.09
H 3.714376 -3.682845 -0.296491 0.01 -0.09 0.01 0.07
H 3.061422 -4.267550 -1.834572 0.06 -0.05 0.01 0.09
H 0.742112 -2.073814 0.047838 -0.16 -0.03 -0.06 0.12
H 4.905259 -3.013091 -2.178856 0.00 -0.03 0.00 0.11
H 6.510085 -1.703268 -3.465876 0.03 0.00 0.01 0.10
H 6.020847 0.652088 -4.053949 0.02 0.01 0.01 0.10
H 3.889013 1.670547 -3.305160 0.03 0.03 0.04 0.10
H 2.300964 0.385165 -1.985459 -0.02 -0.02 -0.03 0.11
```
Positions in Å, forces in eV/Å.

Properties
Energy above the lowest of the compared OMol25 structures with the same formula, charge and spin   138.2 kJ/mol
E_tot   -2544.72420 a.u.
HOMO level   -8.16 eV
Spin multiplicity   1
HOMO-LUMO gap   4.3 eV